[1]
Density functional theory data (wB97M-V/def2-TZVPD) for a 2-piece molecular cluster, C3H5ClSi overall in a non-equilibrium geometry.

Results
Max |F| ... 3.46 eV Å⁻¹
Electronic energy ... -866.77258 Eh
ΔE to the lowest compared entry with this formula, charge and spin ... 5.078 eV
E_HOMO (alpha / beta) ... -9.252 / -7.418 eV
HOMO-LUMO gap (alpha / beta) ... 0.309 / 0.252 Eh
LUMO (alpha / beta) ... -0.8366 / -0.5670 eV

Structure (XYZ):
```
10
C3H5ClSi wB97M-V/def2-TZVPD
C -1.45 1.24 0.09
C -1.56 0.01 0.19
C 2.66 0.99 0.04
Si -1.94 -1.74 0.07
Cl 2.71 -0.66 -0.62
H -1.33 2.26 -0.07
H 1.94 1.51 -0.56
H 2.45 1.09 1.07
H -2.22 -2.09 -1.29
H -1.26 -2.60 1.07
```

[2]
Density functional theory data (wB97M-V/def2-TZVPD) for C3H5CrO4 as an isolated structure in a non-equilibrium geometry.

Results
Max |F| ... 5.98 eV Å⁻¹
2S+1 ... 6
Electronic energy ... -1462.42789 Eh
ΔE to the lowest compared entry with this formula, charge and spin ... 7.341 eV
E_HOMO (alpha / beta) ... -7.754 / -7.976 eV
HOMO-LUMO gap (alpha / beta) ... 0.247 / 0.270 Eh
LUMO (alpha / beta) ... -1.0195 / -0.6399 eV

Structure (XYZ):
```
13
C3H5CrO4 wB97M-V/def2-TZVPD
H 0.74 -0.37 0.63
C -0.75 -0.59 0.39
C -0.13 0.69 0.88
O -0.84 -1.65 1.23
H -1.78 -0.33 0.08
H 0.02 0.71 1.97
H -0.86 1.52 0.80
Cr -1.03 -2.17 2.92
O 0.63 1.54 -0.78
C 0.61 0.55 -1.56
O -0.12 -0.48 -1.41
O 1.80 0.26 -2.10
H 1.72 0.32 -3.06
```

[3]
Density functional theory data (wB97M-V/def2-TZVPD) for C3H5CrO4 as an isolated structure in a non-equilibrium geometry.

Results
Max |F| ... 4.02 eV Å⁻¹
2S+1 ... 6
Electronic energy ... -1462.60952 Eh
ΔE to the lowest compared entry with this formula, charge and spin ... 2.399 eV
E_HOMO (alpha / beta) ... -8.094 / -9.718 eV
HOMO-LUMO gap (alpha / beta) ... 0.269 / 0.340 Eh
LUMO (alpha / beta) ... -0.7802 / -0.4583 eV

Structure (XYZ):
```
13
C3H5CrO4 wB97M-V/def2-TZVPD
H -0.03 0.72 1.03
C -0.05 0.54 -0.84
C 0.91 0.79 0.30
O -0.91 1.52 -1.15
H 0.52 0.23 -1.73
H 1.17 1.85 0.38
H 1.91 0.37 0.07
Cr -1.35 3.23 -0.89
O 1.03 -1.76 0.49
C -0.18 -1.65 0.33
O -0.79 -0.86 -0.48
O -1.01 -2.03 1.31
H -1.22 -2.96 1.19
```

[4]
Density functional theory data (wB97M-V/def2-TZVPD) for C3H5CsO4 as an isolated structure in a non-equilibrium geometry.

Results
Max |F| ... 1.47 eV Å⁻¹
Electronic energy ... -438.42727 Eh
ΔE to the lowest compared entry with this formula, charge and spin ... 0.000 eV
E_HOMO ... -7.517 eV
HOMO-LUMO gap ... 0.254 Eh
LUMO ... -0.6104 eV

Structure (XYZ):
```
13
C3H5CsO4 wB97M-V/def2-TZVPD
O 5.13 -3.20 0.92
C 3.98 -2.79 1.08
O 2.93 -3.41 1.41
O 3.71 -1.44 0.87
H 4.50 -0.98 0.58
C -3.19 1.61 -0.21
O -2.58 0.82 0.48
C -2.73 2.14 -1.52
H -4.18 1.97 0.15
H -2.95 1.44 -2.34
H -1.65 2.34 -1.44
H -3.22 3.11 -1.69
Cs 0.24 -1.61 1.71
```

[5]
Density functional theory data (wB97M-V/def2-TZVPD) for C3H5CuO3 as an isolated structure in a non-equilibrium geometry.

Results
Max |F| ... 1.21 eV Å⁻¹
2S+1 ... 3
Electronic energy ... -1983.36646 Eh
ΔE to the lowest compared entry with this formula, charge and spin ... 0.000 eV
E_HOMO (alpha / beta) ... -6.700 / -10.407 eV
HOMO-LUMO gap (alpha / beta) ... 0.278 / 0.316 Eh
LUMO (alpha / beta) ... 0.8515 / -1.8197 eV

Structure (XYZ):
```
12
C3H5CuO3 wB97M-V/def2-TZVPD
Cu -1.37 1.11 0.86
O -0.99 1.04 -1.21
O 1.04 0.15 -0.94
C 1.57 -0.92 -0.15
C 0.83 -0.85 1.20
O -0.49 -0.51 0.93
C -0.28 0.03 -1.13
H 1.35 -1.88 -0.65
H 2.65 -0.77 -0.06
H 1.33 -0.10 1.84
H 0.91 -1.83 1.70
H -0.61 -0.96 -1.50
```

[6]
Density functional theory data (wB97M-V/def2-TZVPD) for C3H5ErO3 as an isolated structure in a non-equilibrium geometry.

Results
Max |F| ... 5.73 eV Å⁻¹
Net charge ... +2
2S+1 ... 4
Electronic energy ... -1357.34503 Eh
ΔE to the lowest compared entry with this formula, charge and spin ... 0.579 eV
E_HOMO (alpha / beta) ... -17.593 / -17.597 eV
HOMO-LUMO gap (alpha / beta) ... 0.195 / 0.200 Eh
LUMO (alpha / beta) ... -12.2937 / -12.1442 eV

Structure (XYZ):
```
12
C3H5ErO3 wB97M-V/def2-TZVPD
H 4.48 -1.85 0.39
O 1.26 -1.26 -1.28
C 1.56 -0.03 -1.51
C 3.43 -1.51 -0.18
O 0.64 0.83 -1.38
O 2.79 0.34 -1.62
C 3.82 -0.65 -1.37
Er -1.15 -0.70 -1.28
H 3.13 -2.52 -0.47
H 3.05 -0.91 0.66
H 3.93 -1.25 -2.28
H 4.73 -0.07 -1.17
```

[7]
Density functional theory data (wB97M-V/def2-TZVPD) for one molecule with the formula C3H5F2N in a non-equilibrium geometry.

Results
Max |F| ... 6.06 eV Å⁻¹
Electronic energy ... -371.73728 Eh
ΔE to the lowest compared entry with this formula, charge and spin ... 0.847 eV
E_HOMO ... -10.584 eV
HOMO-LUMO gap ... 0.427 Eh
Structure (SMILES) ... C=CC(N)(F)F
LUMO ... 1.0291 eV

Structure (XYZ):
```
11
C3H5F2N wB97M-V/def2-TZVPD
C -1.61 0.56 0.22
C -0.76 0.32 -0.75
C 0.93 0.05 -0.26
N 1.13 -1.17 0.23
F 1.85 0.34 -1.15
F 1.20 1.05 0.61
H -2.68 0.59 0.04
H -1.37 0.97 1.19
H -0.81 0.01 -1.77
H 1.75 -1.04 1.01
H 0.38 -1.68 0.62
```

[8]
Density functional theory data (wB97M-V/def2-TZVPD) for a 2-piece molecular cluster, C3H5F2NS overall.

Results
Max |F| ... 0.95 eV Å⁻¹
Electronic energy ... -769.90947 Eh
ΔE to the lowest compared entry with this formula, charge and spin ... 1.792 eV
E_HOMO ... -9.151 eV
HOMO-LUMO gap ... 0.368 Eh
Structure (SMILES) ... C=C(F)F.C=NS
LUMO ... 0.8564 eV

Structure (XYZ):
```
12
C3H5F2NS wB97M-V/def2-TZVPD
C -0.86 1.29 0.27
C 1.21 -1.33 0.09
C 2.05 -0.33 -0.02
N -1.86 0.91 -0.42
F 2.57 0.36 0.98
F 2.50 0.15 -1.17
S -2.84 -0.36 -0.02
H -0.31 2.13 -0.12
H -0.52 0.84 1.20
H 0.88 -1.66 1.06
H 0.83 -1.82 -0.78
H -3.64 -0.18 -1.07
```

[9]
Density functional theory data (wB97M-V/def2-TZVPD) for a 2-piece molecular cluster, C3H5F3O2S overall in a non-equilibrium geometry.

Results
Max |F| ... 3.40 eV Å⁻¹
Electronic energy ... -965.50197 Eh
ΔE to the lowest compared entry with this formula, charge and spin ... 1.142 eV
E_HOMO ... -9.422 eV
HOMO-LUMO gap ... 0.357 Eh
Structure (SMILES) ... OSC(F)(F)F.C=CO
LUMO ... 0.2908 eV

Structure (XYZ):
```
14
C3H5F3O2S wB97M-V/def2-TZVPD
C -2.85 -0.26 0.14
C -1.52 -0.38 0.07
C 2.40 -0.36 0.19
O 1.64 2.22 0.35
O -0.89 -0.82 -1.11
F 2.26 -1.51 -0.45
F 3.71 -0.10 0.39
F 1.91 -0.48 1.39
S 1.50 0.97 -0.77
H 0.75 2.44 0.51
H -3.55 -0.63 -0.72
H -3.18 0.17 1.06
H -0.68 -0.06 0.62
H -1.51 -1.20 -1.69
```

[10]
Density functional theory data (wB97M-V/def2-TZVPD) for an isolated ion of composition C3H5F3P and charge +1 in a non-equilibrium geometry.

Results
Max |F| ... 10.66 eV Å⁻¹
Net charge ... +1
Electronic energy ... -757.98580 Eh
ΔE to the lowest compared entry with this formula, charge and spin ... 1.705 eV
E_HOMO ... -15.187 eV
HOMO-LUMO gap ... 0.335 Eh
LUMO ... -6.0791 eV

Structure (XYZ):
```
12
C3H5F3P wB97M-V/def2-TZVPD
C -0.61 -0.43 -0.56
C 0.74 0.16 0.23
C -0.63 -0.74 -1.89
F 1.63 0.20 2.88
F 0.65 2.20 2.03
F -0.68 0.24 2.61
P 0.57 0.65 1.85
H -1.48 -0.36 0.24
H 1.48 0.49 -0.46
H -0.38 -1.74 -2.19
H 0.28 -0.21 -2.37
H -1.55 -0.45 -2.36
```

[11]
Density functional theory data (wB97M-V/def2-TZVPD) for one molecule with the formula C3H5FN2 in a non-equilibrium geometry.

Results
Max |F| ... 3.53 eV Å⁻¹
Electronic energy ... -326.53683 Eh
ΔE to the lowest compared entry with this formula, charge and spin ... 3.626 eV
E_HOMO ... -9.439 eV
HOMO-LUMO gap ... 0.358 Eh
Structure (SMILES) ... C/C=C/N=N\F
LUMO ... 0.3037 eV

Structure (XYZ):
```
11
C3H5FN2 wB97M-V/def2-TZVPD
C 0.01 -0.85 0.30
C -1.28 -1.19 0.30
C 0.37 0.55 0.31
N -1.95 -2.36 0.15
N -2.21 -3.47 0.45
F -2.03 -3.94 1.96
H 0.89 -1.58 0.05
H -2.05 -0.42 0.58
H 0.51 0.97 -0.69
H -0.50 1.11 0.77
H 1.34 0.65 0.84
```

[12]
Density functional theory data (wB97M-V/def2-TZVPD) for one molecule with the formula C3H5FN2O5 in a non-equilibrium geometry.

Results
Max |F| ... 4.98 eV Å⁻¹
Electronic energy ... -702.64211 Eh
ΔE to the lowest compared entry with this formula, charge and spin ... 0.650 eV
E_HOMO ... -11.379 eV
HOMO-LUMO gap ... 0.384 Eh
Structure (SMILES) ... C[C@H](O)C(F)([N+](=O)[O-])[N+](=O)[O-]
LUMO ... -0.9304 eV

Structure (XYZ):
```
16
C3H5FN2O5 wB97M-V/def2-TZVPD
C -1.69 -0.36 0.47
C -0.64 0.65 0.15
C 0.91 0.00 0.30
N 0.98 -1.37 -0.21
N 1.84 0.88 -0.35
O 0.30 -1.59 -1.20
O 2.63 1.54 0.29
O 1.67 -2.14 0.37
O 1.80 0.80 -1.57
O -0.81 1.23 -1.06
F 1.12 -0.08 1.64
H -2.66 0.14 0.02
H -1.62 -1.35 0.17
H -1.91 -0.47 1.62
H -0.67 1.46 0.99
H -1.24 0.69 -1.63
```